Record 1
CH4BCl | the ωB97M-V functional and the def2-TZVPD basis

As for the max |F|: 2.6 eV/A. The spin multiplicity is 3. The gap between HOMO and LUMO (alpha / beta) comes out at 6.44 / 9.85 eV. The calculation puts the LUMO energy (alpha / beta) at 0.14 / -1.39 eV. The value obtained for the highest occupied orbital energy (alpha / beta) is -6.3 / -11.2 eV.

Each line ends with the Löwdin charge.
CARTESIAN COORDINATES (ANGSTROEM)
B (-0.214, -1.071, 0.046)  -0.47
C (-0.658, 1.439, 0.015)  -0.17
Cl (-1.794, -0.232, -0.019)  0.70
H (0.585, -0.938, -0.836)  0.00
H (0.078, -1.572, 1.066)  -0.02
H (-0.584, 1.730, -1.025)  -0.01
H (0.275, 0.959, 0.368)  -0.03

=====

Record 2
CH4BClS | the ωB97M-V functional and the def2-TZVPD basis

As for the max |F|: 2.3 eV/A. The gap between HOMO and LUMO (alpha / beta) comes out at 5.60 / 5.60 eV. The calculation puts the LUMO energy (alpha / beta) at -2.26 / -2.27 eV. The value obtained for the highest occupied orbital energy (alpha / beta) is -7.9 / -7.9 eV.

Each line ends with the Löwdin charge.
CARTESIAN COORDINATES (ANGSTROEM)
B (-0.059, -1.052, 0.528)  0.16
C (-0.119, 0.358, 0.030)  -0.08
S (-0.544, -2.957, 3.354)  -0.14
Cl (-2.174, -2.169, 4.118)  -0.14
H (0.805, 0.202, -0.480)  0.07
H (-0.297, -1.866, -0.201)  0.00
H (0.069, 1.205, 0.613)  0.04
H (-0.805, 0.712, -0.745)  0.09

=====

Record 3
CH4BNO2 | the ωB97M-V functional and the def2-TZVPD basis

As for the max |F|: 5.3 eV/A. The gap between HOMO and LUMO comes out at 9.99 eV. The calculation puts the LUMO energy at 0.21 eV. The value obtained for the highest occupied orbital energy is -9.8 eV.

Each line ends with the Löwdin charge.
CARTESIAN COORDINATES (ANGSTROEM)
B (1.560, 0.732, -0.034)  -0.16
C (-1.722, -0.547, -0.039)  0.06
N (-0.820, 0.354, 0.046)  -0.31
O (-0.902, 1.613, 0.015)  -0.03
O (0.564, -0.102, 0.143)  0.03
H (1.325, 1.789, -0.652)  0.06
H (2.725, 0.550, 0.316)  0.05
H (-2.671, -0.192, -0.390)  0.07
H (-1.419, -1.922, -0.178)  0.22